Molecular formula: C44H122O19
Method: DFT, the ωB97M-V functional and the def2-TZVPD basis

Bonds (Å) are listed after each position.
Cartesian coordinates (Å):
1 C -3.700 -2.607 -4.042  C2 1.504, H5 1.094, H6 1.103, H7 1.100
2 C -3.330 -1.986 -2.723  C1 1.504, C3 1.565, O4 1.431, H8 1.043
3 C -1.772 -1.969 -2.574  C2 1.565, H9 1.084, H10 1.129, H11 1.089
4 O -3.904 -0.679 -2.610  C2 1.431, H12 0.972
5 H -4.790 -2.552 -4.113  C1 1.094
6 H -3.472 -3.684 -3.979  C1 1.103
7 H -3.161 -2.055 -4.826  C1 1.100
8 H -3.740 -2.583 -1.973  C2 1.043
9 H -1.463 -1.268 -1.808  C3 1.084
10 H -1.180 -1.663 -3.485  C3 1.129
11 H -1.386 -2.948 -2.296  C3 1.089
12 H -3.665 -0.184 -3.412  O4 0.972
13 C 1.402 2.978 -5.467  C14 1.533, H17 1.075, H18 1.114, H19 1.088
14 C 1.895 1.528 -5.540  C13 1.533, C15 1.544, O16 1.352, H20 1.134
15 C 2.441 1.030 -4.185  C14 1.544, H21 1.078, H22 1.111, H23 1.168
16 O 0.927 0.605 -5.737  C14 1.352, H24 0.937
17 H 0.655 3.156 -4.715  C13 1.075
18 H 0.948 3.149 -6.470  C13 1.114
19 H 2.231 3.641 -5.232  C13 1.088
20 H 2.598 1.612 -6.427  C14 1.134
21 H 3.432 1.377 -3.938  C15 1.078
22 H 2.439 -0.080 -4.244  C15 1.111
23 H 1.707 1.235 -3.300  C15 1.168
24 H 0.413 0.715 -6.512  O16 0.937
25 C -0.392 -3.200 -6.055  C26 1.549, H29 1.087, H30 1.139, H31 1.095
26 C -1.497 -3.875 -6.904  C25 1.549, C27 1.568, O28 1.396, H32 1.109
27 C -1.391 -3.672 -8.455  C26 1.568, H33 1.079, H34 1.090, H35 1.126
28 O -1.640 -5.237 -6.633  C26 1.396, H36 0.940
29 H -0.655 -3.286 -5.004  C25 1.087
30 H -0.430 -2.103 -6.360  C25 1.139
31 H 0.652 -3.503 -6.189  C25 1.095
32 H -2.425 -3.352 -6.596  C26 1.109
33 H -1.005 -2.686 -8.661  C27 1.079
34 H -2.379 -3.681 -8.914  C27 1.090
35 H -0.668 -4.429 -8.868  C27 1.126
36 H -1.978 -5.387 -5.769  O28 0.940
37 C -0.340 4.546 -0.539  C38 1.552, H41 1.103, H42 1.140, H43 1.093
38 C -1.048 5.736 0.163  C37 1.552, C39 1.581, O40 1.423, H44 1.051
39 C -0.342 7.105 -0.198  C38 1.581, H45 1.134, H46 1.085, H47 1.071
40 O -2.411 5.694 -0.246  C38 1.423, H48 0.932
41 H -0.718 3.582 -0.160  C37 1.103
42 H 0.738 4.689 -0.198  C37 1.140
43 H -0.384 4.573 -1.630  C37 1.093
44 H -0.955 5.658 1.207  C38 1.051
45 H -0.991 7.986 0.100  C39 1.134
46 H -0.149 7.216 -1.260  C39 1.085
47 H 0.595 7.138 0.319  C39 1.071
48 H -2.825 6.526 -0.172  O40 0.932
49 C 4.045 5.194 1.383  C50 1.521, H53 1.082, H54 1.100, H55 1.106
50 C 3.019 4.328 2.098  C49 1.521, C51 1.465, O52 1.441, H56 1.070
51 C 3.550 3.895 3.393  C50 1.465, H57 1.095, H58 1.102, H59 1.091
52 O 1.752 5.010 2.150  C50 1.441, H60 0.995
53 H 3.626 5.777 0.573  C49 1.082
54 H 4.834 4.547 0.971  C49 1.100
55 H 4.494 5.908 2.098  C49 1.106
56 H 2.876 3.426 1.540  C50 1.070
57 H 3.823 4.782 3.974  C51 1.095
58 H 4.482 3.307 3.354  C51 1.102
59 H 2.820 3.246 3.879  C51 1.091
60 H 1.818 5.804 2.746  O52 0.995
61 C 4.136 1.253 6.099  C62 1.523, H65 1.074, H66 1.110, H67 1.089
62 C 3.945 0.390 4.858  C61 1.523, C63 1.509, O64 1.412, H68 1.079
63 C 4.385 -1.024 5.149  C62 1.509, H69 1.156, H70 1.094, H71 1.071
64 O 2.614 0.452 4.391  C62 1.412, H72 0.932
65 H 3.427 0.902 6.825  C61 1.074
66 H 3.789 2.279 5.858  C61 1.110
67 H 5.161 1.292 6.463  C61 1.089
68 H 4.608 0.700 4.065  C62 1.079
69 H 4.058 -1.465 6.167  C63 1.156
70 H 5.477 -1.039 5.198  C63 1.094
71 H 4.114 -1.704 4.366  C63 1.071
72 H 2.018 0.227 5.071  O64 0.932
73 C 2.309 -1.956 -1.042  C74 1.541, H77 1.042, H78 1.104, H79 1.104
74 C 2.777 -3.047 -0.061  C73 1.541, C75 1.482, O76 1.452, H80 1.081
75 C 4.097 -2.672 0.500  C74 1.482, H81 1.094, H82 1.091, H83 1.086
76 O 1.797 -3.288 0.982  C74 1.452, H84 0.993
77 H 1.318 -2.132 -1.311  C73 1.042
78 H 2.953 -1.987 -1.939  C73 1.104
79 H 2.301 -1.012 -0.470  C73 1.104
80 H 2.859 -4.041 -0.478  C74 1.081
81 H 3.941 -1.993 1.345  C75 1.094
82 H 4.830 -2.214 -0.165  C75 1.091
83 H 4.533 -3.522 1.016  C75 1.086
84 H 1.455 -2.461 1.413  O76 0.993
85 C -2.622 4.290 4.274  C86 1.558, H89 1.077, H90 1.083, H91 1.134
86 C -2.408 3.591 2.899  C85 1.558, C87 1.523, O88 1.448, H92 1.118
87 C -0.974 3.086 2.813  C86 1.523, H93 1.113, H94 1.064, H95 1.139
88 O -3.267 2.435 2.748  C86 1.448, H96 0.946
89 H -1.952 5.131 4.346  C85 1.077
90 H -2.596 3.708 5.186  C85 1.083
91 H -3.661 4.744 4.269  C85 1.134
92 H -2.704 4.367 2.150  C86 1.118
93 H -0.223 3.908 2.777  C87 1.113
94 H -0.866 2.479 1.945  C87 1.064
95 H -0.718 2.339 3.633  C87 1.139
96 H -3.944 2.724 2.154  O88 0.946
97 C -3.897 -7.039 -0.244  C98 1.524, H101 1.104, H102 1.132, H103 1.121
98 C -3.871 -5.515 -0.217  C97 1.524, C99 1.552, O100 1.432, H104 1.095
99 C -3.656 -4.984 1.226  C98 1.552, H105 1.070, H106 1.103, H107 1.124
100 O -2.948 -4.924 -1.138  C98 1.432, H108 0.967
101 H -3.895 -7.340 -1.306  C97 1.104
102 H -4.822 -7.388 0.307  C97 1.132
103 H -2.949 -7.428 0.213  C97 1.121
104 H -4.854 -5.130 -0.507  C98 1.095
105 H -3.803 -3.932 1.356  C99 1.070
106 H -2.646 -5.225 1.599  C99 1.103
107 H -4.491 -5.316 1.902  C99 1.124
108 H -2.048 -5.014 -0.794  O100 0.967
109 C 6.853 0.595 -0.531  C110 1.495, H113 1.111, H114 1.087, H115 1.077
110 C 5.478 1.071 -0.188  C109 1.495, C111 1.544, O112 1.405, H116 1.087
111 C 5.242 1.568 1.254  C110 1.544, H117 1.105, H118 1.127, H119 1.081
112 O 5.079 2.086 -1.075  C110 1.405, H120 0.946
113 H 7.540 1.395 -0.181  C109 1.111
114 H 6.895 0.513 -1.614  C109 1.087
115 H 7.007 -0.350 -0.039  C109 1.077
116 H 4.737 0.288 -0.324  C110 1.087
117 H 5.591 0.739 1.895  C111 1.105
118 H 4.148 1.745 1.465  C111 1.127
119 H 5.792 2.478 1.445  C111 1.081
120 H 5.607 2.836 -0.842  O112 0.946
121 C -0.030 -6.219 -2.677  C122 1.518, H124 1.063, H125 1.042, H126 1.081
122 C 0.641 -5.042 -1.991  C121 1.518, O123 1.438, H127 1.156, H128 1.099
123 O 0.100 -5.029 -0.659  C122 1.438, H129 0.966
124 H 0.055 -6.115 -3.731  C121 1.063
125 H -1.026 -6.366 -2.409  C121 1.042
126 H 0.513 -7.137 -2.503  C121 1.081
127 H 0.440 -4.009 -2.468  C122 1.156
128 H 1.733 -5.148 -2.069  C122 1.099
129 H 0.626 -4.484 -0.060  O123 0.966
130 C -3.354 -1.297 3.738  C131 1.509, H133 1.057, H134 1.135, H135 1.103
131 C -2.418 -0.127 3.917  C130 1.509, O132 1.455, H136 1.110, H137 1.094
132 O -2.743 0.859 4.937  C131 1.455, H138 0.970
133 H -3.554 -1.794 4.649  C130 1.057
134 H -2.800 -2.013 3.054  C130 1.135
135 H -4.242 -1.039 3.137  C130 1.103
136 H -2.348 0.350 2.917  C131 1.110
137 H -1.430 -0.429 4.273  C131 1.094
138 H -3.345 1.519 4.556  O132 0.970
139 C -0.404 -0.126 0.825  C140 1.527, H142 1.052, H143 1.103, H144 1.122
140 C 0.695 0.284 1.803  C139 1.527, O141 1.432, H145 1.081, H146 1.098
141 O 1.200 -0.905 2.422  C140 1.432, H147 0.975
142 H -0.877 0.726 0.428  C139 1.052
143 H -1.256 -0.670 1.265  C139 1.103
144 H 0.014 -0.828 0.056  C139 1.122
145 H 0.373 0.885 2.642  C140 1.081
146 H 1.512 0.785 1.267  C140 1.098
147 H 1.807 -0.515 3.078  O141 0.975
148 C -0.298 -3.953 3.824  C149 1.493, H151 1.111, H152 1.066, H153 1.079
149 C 0.318 -3.640 5.148  C148 1.493, O150 1.449, H154 1.062, H155 1.081
150 O -0.439 -2.693 5.943  C149 1.449, H156 0.982
151 H -0.232 -3.019 3.225  C148 1.111
152 H -1.276 -4.374 3.871  C148 1.066
153 H 0.362 -4.677 3.372  C148 1.079
154 H 1.215 -3.122 4.916  C149 1.062
155 H 0.498 -4.562 5.683  C149 1.081
156 H -1.034 -2.284 5.278  O150 0.982
157 C -0.101 1.832 6.699  C158 1.476, H160 1.101, H161 1.078, H162 1.128
158 C -0.142 0.409 7.088  C157 1.476, O159 1.388, H163 1.086, H164 1.096
159 O 0.790 -0.310 6.352  C158 1.388, H165 0.954
160 H -0.860 2.386 7.272  C157 1.101
161 H -0.306 1.869 5.641  C157 1.078
162 H 0.878 2.365 6.873  C157 1.128
163 H -1.113 0.013 6.807  C158 1.086
164 H 0.049 0.257 8.157  C158 1.096
165 H 0.602 -1.245 6.364  O159 0.954
166 C -2.756 1.024 -7.125  C167 1.514, O169 1.464, H170 1.101, H171 1.131
167 C -2.668 1.606 -5.730  C166 1.514, O168 1.416, H172 1.076, H173 1.141
168 O -2.142 0.706 -4.771  C167 1.416, H174 0.983
169 O -1.375 0.807 -7.560  C166 1.464, H175 0.946
170 H -3.308 1.581 -7.898  C166 1.101
171 H -3.261 0.015 -7.055  C166 1.131
172 H -3.615 1.979 -5.382  C167 1.076
173 H -1.989 2.515 -5.850  C167 1.141
174 H -1.171 0.857 -4.815  O168 0.983
175 H -1.361 0.224 -8.305  O169 0.946
176 C -4.605 3.603 -1.964  C177 1.531, O179 1.413, H180 1.111, H181 1.078
177 C -3.980 2.264 -1.565  C176 1.531, O178 1.436, H182 1.100, H183 1.086
178 O -4.942 1.406 -0.931  C177 1.436, H184 0.949
179 O -3.631 4.454 -2.535  C176 1.413, H185 0.955
180 H -5.148 4.017 -1.087  C176 1.111
181 H -5.389 3.483 -2.693  C176 1.078
182 H -3.187 2.418 -0.819  C177 1.100
183 H -3.505 1.767 -2.406  C177 1.086
184 H -4.717 0.551 -1.276  O178 0.949
185 H -3.125 4.856 -1.831  O179 0.955

Total charge   0
Multiplicity   1
E_tot   -86505.368 eV
Kohn-Sham gap   9.76 eV